*i*
Below is 2 unconnected molecules or ions with the total composition C6H15NP, with properties calculated with ωB97M-V/def2-TZVPD.

**Total charge**: +1
**Molar mass**: 132.167 g/mol
**LUMO energy (spin up / spin down)**: -5.23 / -5.24 eV
**Gap between HOMO and LUMO (spin up / spin down)**: 6.93 / 6.92 eV

Geometry as XYZ:
```
23
C6H15NP | the Open Molecules 2025 dataset | ωB97M-V/def2-TZVPD
C -1.49 -2.82 -0.18
C -0.46 -2.01 0.04
C -1.25 1.63 1.43
C 2.50 -0.25 0.53
C 1.39 1.46 -1.77
C -0.16 -0.89 -0.80
N -1.71 0.66 0.46
P 1.08 0.27 -0.43
H -1.70 -3.72 0.34
H -2.32 -2.45 -0.70
H 0.29 -2.06 0.85
H -0.97 1.15 2.35
H -0.52 2.37 1.03
H -2.04 2.29 1.87
H 3.41 0.40 0.19
H 2.87 -1.34 0.33
H 2.35 -0.23 1.56
H 1.77 2.45 -1.42
H 0.32 1.71 -1.93
H 1.79 1.16 -2.73
H -0.83 -0.53 -1.66
H -2.07 -0.03 0.99
H -2.23 0.79 -0.36
```

*ii*
Below is 2 unconnected molecules or ions with the total composition C6H15NP, with properties calculated with ωB97M-V/def2-TZVPD.

**Total charge**: +1
**Molar mass**: 132.167 g/mol
**LUMO energy (spin up / spin down)**: -4.16 / -3.66 eV
**Gap between HOMO and LUMO (spin up / spin down)**: 7.82 / 8.15 eV

Geometry as XYZ:
```
23
C6H15NP | the Open Molecules 2025 dataset | ωB97M-V/def2-TZVPD
C 2.79 -1.40 -0.33
C 2.15 -0.37 0.10
C -1.95 -2.00 -0.42
C -0.62 1.35 1.71
C -0.12 2.62 -0.92
C -0.26 -0.19 -0.63
N -0.70 -1.35 0.16
P -1.17 1.28 -0.07
H 3.76 -1.57 -0.02
H 2.43 -2.09 -1.06
H 2.28 0.61 0.45
H -2.79 -1.26 -0.42
H -1.61 -2.47 -1.28
H -2.33 -2.83 0.38
H -0.58 0.42 2.28
H -1.43 1.98 2.10
H 0.24 1.88 1.77
H -0.71 3.50 -0.92
H 0.11 2.28 -2.00
H 0.82 2.87 -0.45
H 0.22 -0.26 -1.55
H -0.63 -1.01 1.10
H 0.09 -2.00 -0.01
```

The least stable of them is *ii*.

*i*
Below is a molecular structure, C27H31Br2NO2Ru, with properties calculated with ωB97M-V/def2-TZVPD.

**Spin multiplicity**: 2
**Total charge**: -1
**Molar mass**: 662.428 g/mol
**LUMO energy (spin up / spin down)**: 2.54 / 2.54 eV
**Gap between HOMO and LUMO (spin up / spin down)**: 6.28 / 6.31 eV

Geometry as XYZ:
```
64
C27H31Br2NO2Ru | the Open Molecules 2025 dataset | ωB97M-V/def2-TZVPD
Ru -0.15 1.32 0.02
C -3.28 0.48 2.36
C -3.40 1.51 1.24
C -4.15 0.92 0.04
C -2.06 2.12 0.86
C -1.03 2.30 1.81
C 0.19 2.92 1.44
C 0.39 3.44 0.14
C 1.70 4.10 -0.23
C -0.64 3.29 -0.81
C -1.82 2.59 -0.46
H -4.27 0.05 2.58
H -2.90 0.91 3.28
H -2.62 -0.34 2.06
H -4.01 2.34 1.61
H -3.51 0.21 -0.50
H -4.47 1.69 -0.66
H -5.04 0.40 0.39
H -1.12 1.91 2.82
H 1.01 2.99 2.13
H 1.64 5.18 -0.10
H 1.97 3.88 -1.26
H 2.50 3.72 0.41
H -0.49 3.62 -1.83
H -2.54 2.39 -1.24
C -0.02 0.52 -3.05
C -0.44 -0.78 -2.37
C -1.45 -1.48 -3.30
C 0.78 -1.70 -2.24
N -1.01 -0.43 -1.05
H 0.38 0.31 -4.05
H 0.76 1.02 -2.48
H -0.88 1.18 -3.15
H -1.01 -1.61 -4.29
H -2.36 -0.87 -3.40
H -1.74 -2.46 -2.93
H 1.19 -1.94 -3.23
H 0.50 -2.64 -1.75
H 1.55 -1.23 -1.65
Br -2.98 -4.89 2.65
C -2.35 -3.52 1.47
C -1.20 -2.83 1.78
C -0.75 -1.83 0.92
C -1.44 -1.48 -0.26
C -2.61 -2.22 -0.52
C -3.06 -3.23 0.33
H -0.64 -3.07 2.67
H 0.17 -1.30 1.15
H -3.21 -1.96 -1.38
H -3.98 -3.75 0.10
Br 7.85 -1.02 -0.21
C 6.14 -1.07 0.63
C 5.99 -1.82 1.78
C 4.75 -1.85 2.38
C 3.68 -1.14 1.84
C 3.85 -0.40 0.69
C 5.09 -0.36 0.07
C 2.70 0.38 0.07
O 1.61 0.31 0.73
O 2.91 0.99 -0.98
H 6.83 -2.37 2.19
H 4.61 -2.44 3.29
H 2.70 -1.16 2.30
H 5.21 0.22 -0.83
```

*ii*
Below is a molecular structure, C27H31Br2NO2Ru, with properties calculated with ωB97M-V/def2-TZVPD.

**Spin multiplicity**: 2
**Total charge**: -1
**Molar mass**: 662.428 g/mol
**LUMO energy (spin up / spin down)**: 2.48 / 2.48 eV
**Gap between HOMO and LUMO (spin up / spin down)**: 6.02 / 5.70 eV

Geometry as XYZ:
```
64
C27H31Br2NO2Ru | the Open Molecules 2025 dataset | ωB97M-V/def2-TZVPD
Ru 0.94 0.20 0.08
C -2.80 0.64 3.02
C -2.84 1.96 2.24
C -3.89 1.86 1.14
C -1.47 2.34 1.70
C -0.31 1.93 2.33
C 0.96 2.22 1.82
C 1.09 3.07 0.71
C 2.43 3.61 0.32
C -0.08 3.49 0.08
C -1.33 3.13 0.55
H -3.81 0.33 3.29
H -2.22 0.72 3.95
H -2.33 -0.15 2.41
H -3.15 2.75 2.94
H -3.57 1.17 0.36
H -4.10 2.82 0.68
H -4.83 1.48 1.56
H -0.36 1.30 3.21
H 1.83 1.94 2.39
H 2.62 4.55 0.86
H 2.47 3.83 -0.75
H 3.22 2.90 0.54
H 0.00 4.12 -0.80
H -2.21 3.47 0.00
C 2.86 1.13 -2.96
C 3.36 0.31 -1.76
C 3.34 -1.17 -2.14
C 4.80 0.72 -1.43
N 2.52 0.62 -0.63
H 3.44 0.89 -3.86
H 2.94 2.20 -2.75
H 1.80 0.90 -3.14
H 3.98 -1.37 -3.01
H 2.32 -1.48 -2.37
H 3.69 -1.78 -1.30
H 5.46 0.54 -2.29
H 5.16 0.14 -0.58
H 4.84 1.78 -1.17
Br 2.78 -6.17 1.55
C 2.26 -4.37 1.16
C 2.83 -3.33 1.87
C 2.45 -2.02 1.57
C 1.51 -1.71 0.59
C 0.95 -2.81 -0.08
C 1.31 -4.13 0.19
H 3.57 -3.54 2.63
H 2.93 -1.22 2.13
H 0.21 -2.64 -0.86
H 0.86 -4.96 -0.35
Br -5.58 -3.38 1.02
C -4.59 -2.47 -0.33
C -5.07 -2.47 -1.62
C -4.35 -1.80 -2.59
C -3.17 -1.14 -2.25
C -2.71 -1.15 -0.96
C -3.41 -1.82 0.02
C -1.43 -0.43 -0.61
O -0.74 0.11 -1.48
O -1.06 -0.41 0.59
H -5.98 -3.00 -1.86
H -4.71 -1.79 -3.61
H -2.59 -0.61 -2.99
H -3.02 -1.83 1.03
```

The least stable of them is *ii*.